# 1
C5H10O2 | the ωB97M-V functional and the def2-TZVPD basis

Geometry as XYZ:
```
17
C5H10O2 the ωB97M-V functional and the def2-TZVPD basis
C 0.9405 0.6488 1.4950
C -0.2893 0.3568 0.6587
C -0.5366 -1.0837 0.1232
O 0.6297 -1.8402 -0.1143
C -1.0006 -0.4625 -1.2033
C -0.3276 0.8697 -0.7988
O 0.9867 1.0243 -1.2840
H 0.8698 0.1750 2.4820
H 1.0553 1.7279 1.6471
H 1.8368 0.2835 0.9884
H -1.1971 0.6960 1.1734
H -1.2844 -1.6726 0.6763
H 0.9842 -2.1190 0.7387
H -2.0908 -0.3801 -1.2625
H -0.6159 -0.9588 -2.1000
H -0.9210 1.7800 -0.9743
H 0.9602 0.9551 -2.2456
```

Summary:
HOMO level: -9.4629 eV
SMILES: C[C@@H]1[C@H](O)C[C@@H]1O
Largest force on an atom: 0.0070 Eh/bohr
Total charge: 0

Here are the Mulliken charges for atoms 1 to 4, given in e: atom 1 (C): -1.563, atom 2 (C): 0.179, atom 3 (C): 0.046, atom 4 (O): -0.575

***

# 2
C5H10O2 | the ωB97M-V functional and the def2-TZVPD basis

Geometry as XYZ:
```
17
C5H10O2 the ωB97M-V functional and the def2-TZVPD basis
C 0.8569 1.4151 0.8678
C 0.4563 0.7988 -0.2494
O 1.3713 0.4792 -1.2048
C -0.9998 0.4671 -0.5018
C -1.2850 -0.6866 -1.4681
H 0.1241 1.6785 1.6238
H 1.8995 1.6622 1.0350
H 0.9705 -0.1275 -1.8396
H -1.4605 0.2370 0.4669
H -1.4658 1.3873 -0.8773
H -2.3693 -0.7632 -1.6333
H -0.9309 -1.6335 -1.0426
H -0.8322 -0.5309 -2.4619
C 0.9195 -1.0877 1.8185
O -0.0981 -1.6566 1.4884
H 1.8436 -1.1195 1.2130
H 0.9999 -0.5199 2.7653
```

Summary:
HOMO level: -8.8308 eV
SMILES: C=C(O)CC.C=O
Largest force on an atom: 0.0123 Eh/bohr
Total charge: 0

Here are the Mulliken charges for atoms 1 to 4, given in e: atom 1 (C): -1.083, atom 2 (C): 0.509, atom 3 (O): -0.509, atom 4 (C): -0.249

***

# 3
C5H10O2 | the ωB97M-V functional and the def2-TZVPD basis

Geometry as XYZ:
```
17
C5H10O2 the ωB97M-V functional and the def2-TZVPD basis
O 2.1861 0.6654 0.4686
C 2.0215 -0.5068 -0.2536
C 0.4772 -1.1068 -0.0887
C -0.4460 0.0727 -0.0683
C -1.7806 0.2720 -0.7841
O -2.2744 1.0300 0.3331
C -1.1634 0.6327 1.1556
H 1.3410 1.2435 0.0746
H 2.6314 -1.3521 0.0877
H 2.1586 -0.2996 -1.3266
H 0.5123 -1.6544 0.8632
H 0.2882 -1.7987 -0.9269
H 0.2445 1.1472 -0.4087
H -2.3902 -0.6259 -0.9655
H -1.7209 0.8586 -1.7070
H -0.6250 1.4800 1.5881
H -1.4603 -0.0580 1.9586
```

Summary:
HOMO level: -9.8292 eV
SMILES: OCCC1COC1
Largest force on an atom: 0.0804 Eh/bohr
Total charge: 0

Here are the Mulliken charges for atoms 1 to 4, given in e: atom 1 (O): -0.548, atom 2 (C): -0.498, atom 3 (C): -0.416, atom 4 (C): 0.279

***

# 4
C5H10O2 | the ωB97M-V functional and the def2-TZVPD basis

Geometry as XYZ:
```
17
C5H10O2 the ωB97M-V functional and the def2-TZVPD basis
C -0.1952 0.6328 2.2391
C 0.5325 0.2123 0.9649
O 0.9298 -1.1408 1.0050
C -0.3013 0.4022 -0.3114
C 0.4647 0.2790 -1.6351
C -0.5062 -0.8649 -1.9345
O -1.0562 -0.8056 -0.6012
H 0.4140 0.3679 3.1087
H -0.3647 1.7168 2.2588
H -1.1636 0.1274 2.3260
H 1.4488 0.8147 0.8655
H 0.1904 -1.6096 0.5767
H -0.9849 1.2579 -0.2396
H 0.4422 1.1374 -2.3088
H 1.4938 -0.0542 -1.4762
H -0.0619 -1.8400 -2.1656
H -1.2821 -0.6334 -2.6722
```

Summary:
HOMO level: -10.0868 eV
SMILES: C[C@@H](O)[C@H]1CCO1
Largest force on an atom: 0.0062 Eh/bohr
Total charge: 0

Here are the Mulliken charges for atoms 1 to 4, given in e: atom 1 (C): -1.445, atom 2 (C): 0.209, atom 3 (O): -0.591, atom 4 (C): 0.205

***

# 5
C5H10O2 | the ωB97M-V functional and the def2-TZVPD basis

Geometry as XYZ:
```
17
C5H10O2 the ωB97M-V functional and the def2-TZVPD basis
O 1.8543 -0.0088 1.2313
C 1.9179 -0.5357 -0.0798
C 0.5484 -1.0998 -0.4364
C -0.6216 -0.2359 -0.1071
C -2.0433 -0.1487 -0.6086
O -2.3854 0.5755 0.6160
C -1.0657 0.4108 0.9776
H 2.7100 0.3771 1.4530
H 2.6380 -1.3674 -0.1391
H 2.2444 0.2308 -0.8004
H 0.4242 -2.0355 0.1253
H 0.5607 -1.3752 -1.4981
H -0.4535 2.2178 -0.3916
H -2.5586 -1.1123 -0.6669
H -2.2882 0.4796 -1.4740
H -0.8062 2.8201 -0.1098
H -0.6754 0.8077 1.9085
```

Summary:
HOMO level: -8.3114 eV
Largest force on an atom: 0.0111 Eh/bohr
Total charge: 0

Here are the Mulliken charges for atoms 1 to 4, given in e: atom 1 (O): -0.499, atom 2 (C): -0.450, atom 3 (C): -0.581, atom 4 (C): 0.214

***

# 6
C5H10O2 | the ωB97M-V functional and the def2-TZVPD basis

Geometry as XYZ:
```
17
C5H10O2 the ωB97M-V functional and the def2-TZVPD basis
C 1.9962 -0.8328 0.7860
C 0.7626 -0.8305 -0.1266
O -0.2649 -1.6059 0.4670
C 0.1471 0.5414 -0.4422
C -1.2251 0.5125 -1.1544
C -1.7303 1.2274 0.1036
O -0.4502 1.0980 0.7524
H 2.0888 -1.8471 1.1913
H 2.9364 -0.5877 0.2765
H 1.8647 -0.1593 1.6417
H 1.0192 -1.2990 -1.0847
H -0.5343 -1.0519 1.2174
H 0.8576 1.2486 -0.8931
H -1.3151 1.0721 -2.0887
H -1.6257 -0.4955 -1.2793
H -2.5267 0.7281 0.6686
H -2.0005 2.2817 -0.0355
```

Summary:
HOMO level: -9.8608 eV
SMILES: C[C@@H](O)[C@H]1CCO1
Largest force on an atom: 0.0089 Eh/bohr
Total charge: 0

Here are the Mulliken charges for atoms 1 to 4, given in e: atom 1 (C): -1.339, atom 2 (C): 0.019, atom 3 (O): -0.579, atom 4 (C): 0.171

***

# 7
C5H10O2 | the ωB97M-V functional and the def2-TZVPD basis

Geometry as XYZ:
```
17
C5H10O2 the ωB97M-V functional and the def2-TZVPD basis
C 2.0809 -0.2146 -0.4647
C 0.8014 0.2353 0.2517
O -0.0894 1.5423 -0.4605
C -1.4438 1.1835 -0.2784
C -1.4951 -0.0065 0.7498
C -0.2365 -0.7889 0.4239
O -0.4794 -1.7170 -0.6014
H 3.0205 0.0488 0.0360
H 2.0082 0.3539 -1.3831
H 2.1607 -1.2867 -0.7203
H 0.9317 0.7761 1.1778
H -1.9172 0.8550 -1.2242
H -2.0810 1.9907 0.1404
H -1.4131 0.3857 1.7693
H -2.4149 -0.5999 0.6630
H 0.4408 -1.1773 1.2588
H 0.1261 -1.5803 -1.3382
```

Summary:
HOMO level: -9.4036 eV
SMILES: C[C@H]1OCC[C@H]1O
Largest force on an atom: 0.0640 Eh/bohr
Total charge: 0

Here are the Mulliken charges for atoms 1 to 4, given in e: atom 1 (C): -1.396, atom 2 (C): 0.121, atom 3 (O): -0.501, atom 4 (C): -0.446

***

# 8
C5H10O2 | the ωB97M-V functional and the def2-TZVPD basis

Geometry as XYZ:
```
17
C5H10O2 the ωB97M-V functional and the def2-TZVPD basis
O 2.0220 1.6221 0.4389
C 0.8376 1.8351 0.3310
C -0.2402 0.9825 0.9489
C -1.3950 0.7290 -0.0107
O -2.2355 -0.2307 0.5990
H 0.4797 2.7131 -0.2521
H 0.1979 0.0348 1.2719
H -0.6207 1.4941 1.8437
H -1.0022 0.3605 -0.9709
H -1.9374 1.6684 -0.2054
H -2.9379 -0.4542 -0.0235
C 0.5256 -2.0438 -0.7248
C 1.7503 -1.5447 -0.5896
H -0.2505 -1.8986 0.0255
H 0.2434 -2.6160 -1.6058
H 2.5113 -1.6918 -1.3524
H 2.0515 -0.9596 0.2762
```

Summary:
HOMO level: -9.9403 eV
SMILES: O=CCCO.C=C
Largest force on an atom: 0.0105 Eh/bohr
Total charge: 0

Here are the Mulliken charges for atoms 1 to 4, given in e: atom 1 (O): -0.465, atom 2 (C): -0.024, atom 3 (C): -0.296, atom 4 (C): -0.661

***

# 9
C5H10O2 | the ωB97M-V functional and the def2-TZVPD basis

Geometry as XYZ:
```
17
C5H10O2 the ωB97M-V functional and the def2-TZVPD basis
C 2.3149 -0.9088 -0.2830
C 1.0439 -1.0084 0.5608
O 0.2600 0.1825 0.4618
C -1.1261 0.2268 0.1440
C -1.7228 1.5096 0.7397
C -1.1102 0.2567 -1.3751
O -1.2543 -0.7284 -2.0604
H 2.7379 0.0973 -0.2191
H 3.0736 -1.6067 0.0906
H 2.1399 -1.1439 -1.3360
H 0.4849 -1.9068 0.2897
H 1.3355 -1.1038 1.6130
H -1.6947 -0.6504 0.4811
H -2.8190 1.4584 0.7826
H -1.3538 1.6611 1.7585
H -1.4650 2.4052 0.1542
H -0.8447 1.2594 -1.8024
```

Summary:
HOMO level: -9.4130 eV
SMILES: CCO[C@@H](C)C=O
Largest force on an atom: 0.0135 Eh/bohr
Total charge: 0

Here are the Mulliken charges for atoms 1 to 4, given in e: atom 1 (C): -1.115, atom 2 (C): -0.261, atom 3 (O): -0.354, atom 4 (C): 0.394

***

# 10
C5H10O2 | the ωB97M-V functional and the def2-TZVPD basis

Geometry as XYZ:
```
17
C5H10O2 the ωB97M-V functional and the def2-TZVPD basis
C -1.7999 1.6008 0.1975
O -0.6358 1.1143 -0.4606
C 0.0371 0.4381 0.5453
C -0.5028 -0.9076 0.8944
C 0.8681 -0.7614 0.2763
C 1.1851 -1.0432 -1.1730
O 2.5830 -0.9877 -1.3972
H -1.6311 1.8763 1.2586
H -2.5828 0.8327 0.2007
H -2.1060 2.4873 -0.3441
H 0.3857 1.1266 1.3026
H -0.5892 -1.1908 1.9357
H -1.2955 -1.2812 0.2475
H 1.7045 -0.9078 0.9622
H 0.8526 -2.0245 -1.5226
H 0.6565 -0.2778 -1.7593
H 2.8705 -0.0943 -1.1640
```

Summary:
HOMO level: -9.7328 eV
SMILES: CO[C@H]1C[C@H]1CO
Largest force on an atom: 0.0142 Eh/bohr
Total charge: 0

Here are the Mulliken charges for atoms 1 to 4, given in e: atom 1 (C): -0.752, atom 2 (O): -0.387, atom 3 (C): 0.001, atom 4 (C): -0.786

***

The records above yield gap between HOMO and LUMO values of 10.4 9.7 10.7 11.1 9.1 10.9 10.2 10.7 10.5 10.7 eV, respectively.
The records above yield ΔE to the lowest compared entry with this formula, charge and spin values of 183.8 237.5 399.5 195.5 413.2 197.3 289.5 245.7 189.7 284.2 kJ/mol, respectively.
The records above yield M values of 102.1 102.1 102.1 102.1 102.1 102.1 102.1 102.1 102.1 102.1 g mol⁻¹, respectively.